No. 1
C2H3FN2O2 | ωB97M-V/def2-TZVPD

As for the spin multiplicity: 1. Its lowest unoccupied orbital energy (spin up / spin down) is -1.96 / -2.22 eV. The calculation puts the energy above the lowest of the compared OMol25 structures with the same formula, charge and spin at 71.8 kcal/mol. The value obtained for the frontier orbital gap (spin up / spin down) is 8.86 / 8.51 eV.

```
10
Properties=species:S:1:pos:R:3:mulliken_charge:R:1
C -2.05 -0.57 0.08 0.53
C 1.28 0.31 0.06 -0.01
N -2.49 -1.63 0.05 -0.33
N -1.46 0.58 0.32 -0.07
O 1.71 -0.97 0.35 -0.48
O 0.17 0.42 -0.66 -0.38
F -2.00 1.69 -0.23 -0.10
H 1.27 0.88 1.01 0.28
H 2.03 0.83 -0.59 0.25
H 1.52 -1.55 -0.40 0.31
```

=====

No. 2
C24H27N3O4 | ωB97M-V/def2-TZVPD

As for the spin multiplicity: 1. Its lowest unoccupied orbital energy is 0.39 eV. The calculation puts the energy above the lowest of the compared OMol25 structures with the same formula, charge and spin at 509.5 kcal/mol. The value obtained for the frontier orbital gap is 7.55 eV.

```
58
Properties=species:S:1:pos:R:3:mulliken_charge:R:1
C -5.52 -4.35 0.13 -0.95
H -4.89 -4.65 0.96 0.36
O -5.67 -2.87 -0.01 -0.30
C -4.72 -2.14 0.03 0.74
C -3.42 -2.65 -0.05 -1.53
C -2.50 -1.60 0.20 0.12
C -2.85 -0.29 0.30 -0.41
C -4.13 0.23 -0.06 -0.68
C -5.17 -0.70 -0.07 0.60
O -6.41 -0.50 -0.04 -0.51
C -6.90 1.10 -0.05 -1.12
H -6.54 1.51 -1.05 0.28
H -6.50 1.25 0.72 0.69
H -7.90 0.97 -0.08 0.27
H -4.33 1.25 -0.08 0.76
C -1.82 0.86 0.30 0.89
N -2.08 1.92 -0.19 -0.46
C -1.28 3.05 -0.14 -0.28
C -1.58 4.48 -0.71 -0.79
C -0.87 5.49 -0.51 -0.48
C 0.44 5.30 -0.26 -0.42
C 0.83 4.18 0.40 0.25
C 0.10 3.07 0.28 0.74
C 0.43 1.71 0.82 -0.39
C -0.43 0.82 0.40 0.35
H -0.07 -0.31 1.00 -0.05
C 1.90 1.16 1.10 0.16
O 2.17 1.02 2.15 -0.45
N 2.75 1.56 0.28 -0.10
H 2.58 1.93 -0.66 0.34
C 4.25 1.42 0.30 -1.54
H 4.32 0.90 1.23 0.52
C 4.81 0.33 -0.65 -0.25
N 4.74 -1.19 -0.19 -0.04
C 5.44 -2.03 -1.06 -0.37
C 5.57 -3.16 -0.40 -1.08
H 6.04 -4.06 -1.29 0.21
O 4.23 -3.84 0.07 -0.34
C 3.51 -2.95 0.67 -0.76
C 3.31 -1.45 0.18 -0.58
H 3.01 -1.03 0.97 0.75
H 2.69 -1.54 -0.61 0.32
H 2.44 -3.47 0.82 0.20
H 3.99 -3.08 1.66 0.42
H 5.99 -3.25 0.43 0.68
H 6.65 -1.66 -1.22 0.32
H 5.06 -2.14 -2.01 0.38
H 5.95 0.40 -0.85 0.34
H 4.23 0.48 -1.72 0.22
H 4.67 2.31 0.30 0.64
H 1.98 4.03 0.57 0.16
H 1.16 6.21 -0.20 0.26
H -0.99 6.48 -1.05 0.30
H -2.64 4.38 -0.88 0.38
H -1.30 -1.91 0.29 -0.05
H -3.12 -3.42 0.32 0.56
H -6.56 -4.89 -0.06 0.25
H -5.06 -4.66 -0.77 0.44
```

=====

No. 3
C30H34NO3W | ωB97M-V/def2-TZVPD

The net charge is -1. As for the spin multiplicity: 3. Its lowest unoccupied orbital energy (spin up / spin down) is 2.79 / 2.73 eV. The expectation value of S² is 2.021. The value obtained for the frontier orbital gap (spin up / spin down) is 3.81 / 4.37 eV.

```
69
Properties=species:S:1:pos:R:3:lowdin_spin:R:1
W 0.35 -0.59 -1.54 1.29
C 0.87 -2.29 0.01 0.00
C -0.55 -2.22 0.14 0.02
C -1.14 -2.47 -1.13 0.04
H -1.09 -2.11 1.08 0.00
C -0.08 -2.74 -2.07 0.03
C 1.17 -2.65 -1.34 0.01
H 2.16 -2.83 -1.75 0.00
H 1.57 -2.19 0.82 0.00
H -2.21 -2.52 -1.35 0.01
H -0.19 -3.13 -3.07 0.01
C 1.64 1.31 -0.46 0.04
C 2.41 0.15 -0.79 0.00
C 2.38 -0.01 -2.23 0.02
H 2.98 -0.44 -0.09 0.00
C 1.56 1.06 -2.76 0.04
C 1.10 1.86 -1.66 0.01
H 0.43 2.71 -1.73 0.00
H 1.59 1.76 0.52 0.00
H 2.89 -0.76 -2.82 0.00
H 1.45 1.31 -3.81 0.01
O -0.47 -0.23 -3.48 0.08
C -0.84 -0.22 -5.10 0.16
C -2.34 0.07 -4.80 0.02
C -0.30 -1.57 -5.45 0.02
C -0.18 0.92 -5.83 0.03
C -1.83 0.46 -3.38 0.05
H -2.95 -0.85 -4.76 0.00
H -2.87 0.85 -5.39 0.00
H -1.64 1.57 -3.31 0.00
H -2.38 0.07 -2.43 0.01
H -0.81 -1.97 -6.33 0.01
H -0.38 -2.27 -4.62 0.00
H 0.77 -1.46 -5.62 0.00
H -0.63 1.01 -6.84 0.01
H 0.90 0.74 -5.94 0.00
H -0.30 1.87 -5.31 0.00
C 3.66 0.98 3.45 0.00
C 2.58 -0.08 3.51 0.00
C 2.98 -1.41 3.58 0.00
C 2.04 -2.42 3.67 0.00
C 0.69 -2.11 3.63 0.00
C 0.26 -0.78 3.48 0.00
N -1.10 -0.60 3.29 0.00
C -1.94 0.55 3.33 0.00
C -2.52 0.91 4.55 0.00
C -3.37 2.01 4.64 0.00
C -3.68 2.76 3.49 0.00
C -3.13 2.39 2.26 0.00
C -2.31 1.27 2.16 0.00
C -1.68 0.92 0.83 0.00
O -2.36 1.05 -0.24 0.01
O -0.47 0.54 0.96 0.05
C 1.22 0.27 3.50 0.00
C 0.88 1.73 3.49 0.00
H 3.63 1.56 2.51 0.00
H 3.60 1.69 4.29 0.00
H 4.64 0.50 3.50 0.00
H 4.04 -1.61 3.60 0.00
H 2.36 -3.45 3.78 0.00
H -0.06 -2.89 3.71 0.00
H -1.63 -1.47 3.26 0.00
H -2.27 0.31 5.43 0.00
H -3.81 2.26 5.60 0.00
H -4.34 3.62 3.55 0.00
H -3.34 2.93 1.34 0.00
H 1.10 2.18 2.50 0.00
H -0.17 1.94 3.74 0.00
H 1.51 2.26 4.24 0.00
```

=====

| no. | DFT total energy (eV) | M (Da) |
| --- | --- | --- |
| 1 | -11908.6789 | 106.1 |
| 2 | -37966.4100 | 421.5 |
| 3 | -41115.4933 | 640.4 |